[1]
The following is a DFT calculation (ωB97M-V/def2-TZVPD) of a structure of composition C10H10ClINi.

Geometry as XYZ:
```
23
Properties=species:S:1:pos:R:3:mulliken_spin:R:1
C -2.613 -1.069 -0.046 -0.0744
C -1.766 -1.185 -1.177 0.2486
C -1.358 0.118 -1.588 -0.0427
H -1.533 -2.107 -1.705 0.0217
C -1.902 1.072 -0.724 0.2040
C -2.613 0.376 0.331 -0.0003
H -3.251 0.804 1.093 -0.0150
H -3.263 -1.815 0.378 -0.0077
H -0.783 0.337 -2.478 0.0022
H -1.819 2.143 -0.829 0.0146
Ni -1.163 -0.422 1.403 1.4509
Cl -0.066 -2.218 1.569 0.0605
C 2.615 0.201 0.068 -0.0049
C 2.328 1.450 -0.572 0.0021
C 1.973 1.183 -1.934 0.0008
H 2.361 2.424 -0.087 0.0019
C 1.986 -0.228 -2.115 -0.0002
C 2.381 -0.837 -0.882 0.0020
H 2.477 -1.902 -0.683 0.0010
H 2.932 0.071 1.108 0.0004
H 1.725 1.932 -2.684 0.0000
H 1.741 -0.761 -3.029 -0.0005
I -0.451 1.723 2.072 0.1352
```

Results
E_tot = -72197.247 eV
net charge = -2
E_HOMO (spin up / spin down) = 0.4931 / 0.4896 eV
2S+1 = 3
strongest force on any atom = 2.830 eV/Å
HOMO-LUMO gap (spin up / spin down) = 0.168 / 0.166 Ha

=====

[2]
The following is a DFT calculation (ωB97M-V/def2-TZVPD) of a structure of composition H22O11Xe.

Geometry as XYZ:
```
34
Properties=species:S:1:pos:R:3:lowdin_charge:R:1
Xe -0.504 0.045 0.153 0.3800
O -3.660 -2.068 0.658 -0.0701
H -3.740 -1.168 0.974 -0.0181
H -3.758 -1.999 -0.291 0.0479
O 1.383 1.932 -1.906 -0.1032
H 0.511 2.297 -2.056 0.0537
H 1.968 2.689 -1.932 0.0714
O 0.580 0.356 -4.137 -0.0357
H 0.653 0.973 -3.409 -0.0042
H 1.203 0.677 -4.788 0.0646
O -2.008 2.806 2.011 -0.0827
H -1.108 2.837 1.688 -0.0490
H -2.470 3.471 1.500 0.0385
O 0.349 -3.794 0.042 -0.0573
H 1.063 -3.449 0.578 0.0462
H 0.504 -4.738 0.015 0.0562
O 3.002 1.331 0.174 -0.0602
H 2.610 1.332 -0.699 -0.0017
H 3.864 1.729 0.051 0.0713
O -1.647 -3.519 2.012 -0.0860
H -0.879 -3.349 1.466 -0.0398
H -2.349 -3.015 1.602 -0.0326
O -3.933 0.299 2.183 -0.0530
H -3.635 1.196 2.032 0.0114
H -3.518 0.043 3.006 0.0585
O 1.013 -2.226 -3.493 -0.0722
H 0.568 -2.361 -2.656 0.0050
H 0.815 -1.319 -3.726 -0.0437
O 0.631 3.242 1.224 -0.0720
H 0.654 4.125 0.856 0.0553
H 1.384 2.799 0.833 -0.0018
O 3.684 -0.702 1.884 -0.0667
H 3.291 -0.001 1.363 -0.0391
H 3.479 -0.472 2.790 0.0290
```

Results
E_tot = -31842.291 eV
net charge = 0
relative energy (zero: lowest compared OMol25 entry of this formula, charge and spin) = 0.6551 eV
E_HOMO = -9.8299 eV
2S+1 = 1
strongest force on any atom = 0.877 eV/Å
HOMO-LUMO gap = 0.331 Ha

=====

[3]
The following is a DFT calculation (ωB97M-V/def2-TZVPD) of a structure of composition C7H14N2O4.

Geometry as XYZ:
```
27
Properties=species:S:1:pos:R:3:lowdin_charge:R:1
C -1.214 0.927 0.798 -0.2689
C -0.181 0.494 -0.238 -0.4203
C -1.572 2.467 0.679 -0.4488
C -2.385 2.771 -0.581 -0.0631
C 1.294 -1.266 -0.951 -0.2564
C 1.482 -2.751 -0.698 -0.4434
C 2.675 -0.703 -1.271 -0.0584
H -1.630 0.966 2.818 0.0527
H -0.027 0.789 2.563 0.0854
H -2.268 0.499 0.766 0.1515
H -0.437 2.733 0.850 0.1706
H -3.134 3.441 1.543 0.2310
H -2.903 3.842 -0.301 0.1103
H -3.283 1.951 -0.650 0.1294
H -1.869 2.790 -1.565 0.0734
H 0.033 -1.077 0.877 0.1431
H 0.627 -1.220 -1.929 0.1981
H 3.542 -1.126 -0.608 0.1128
H 2.474 0.413 -1.298 0.0859
H 2.992 -1.202 -2.358 0.1426
H 0.873 -4.397 0.183 0.1951
N -0.961 0.480 2.238 0.0335
N 0.445 -0.561 0.094 0.1273
O 0.152 1.411 -1.138 -0.0387
O -2.188 2.792 1.957 -0.1633
O 2.171 -3.272 -1.621 0.0328
O 0.868 -3.363 0.348 0.0860
```

Results
E_tot = -18652.701 eV
net charge = 0
relative energy (zero: lowest compared OMol25 entry of this formula, charge and spin) = 4.2105 eV
E_HOMO = -9.2598 eV
2S+1 = 1
strongest force on any atom = 7.950 eV/Å
HOMO-LUMO gap = 0.351 Ha

=====

[4]
The following is a DFT calculation (ωB97M-V/def2-TZVPD) of a structure of composition C5H10N3O3.

Geometry as XYZ:
```
21
Properties=species:S:1:pos:R:3:lowdin_charge:R:1
C 0.388 0.921 0.664 -0.0593
C -0.459 0.785 2.022 -0.0622
C -0.174 -0.257 -0.143 -0.2232
C 1.003 0.674 -2.188 -0.0606
C -0.090 -0.331 -1.657 -0.1316
N -1.452 -0.235 1.633 0.1592
N -1.392 -0.608 0.413 -0.1945
N 0.824 -1.674 0.621 -0.3114
O -2.167 -1.284 -0.246 0.1885
O 1.368 -1.342 1.556 0.1792
O 0.752 -2.651 0.050 0.2253
H 0.113 1.922 0.188 0.1519
H 1.438 0.718 0.899 0.1304
H 0.098 0.458 2.926 0.1364
H -0.778 1.861 2.176 0.1483
H 0.684 1.078 -3.192 0.0958
H 2.013 0.220 -2.362 0.0965
H 1.087 1.588 -1.512 0.0732
H 0.184 -1.280 -1.955 0.0812
H -1.159 -0.181 -2.105 0.1673
H -2.281 -0.381 2.211 0.2096
```

Results
E_tot = -15945.601 eV
net charge = +1
relative energy (zero: lowest compared OMol25 entry of this formula, charge and spin) = 8.1321 eV
E_HOMO = -14.6595 eV
2S+1 = 1
strongest force on any atom = 5.945 eV/Å
HOMO-LUMO gap = 0.313 Ha

=====

[5]
The following is a DFT calculation (ωB97M-V/def2-TZVPD) of a structure of composition C12H63N2O30P.

Geometry as XYZ:
```
108
Properties=species:S:1:pos:R:3:lowdin_charge:R:1
C 3.063 2.405 5.937 0.1473
C 2.636 2.113 4.851 -0.0701
C 2.041 1.379 3.746 -0.2122
C 2.819 0.793 2.704 -0.0130
C 2.198 0.079 1.695 -0.1593
P 3.290 -0.643 0.418 0.5052
O 3.470 0.231 -0.753 -0.2703
O 2.804 -2.116 -0.021 -0.1190
O 4.743 -0.812 1.158 -0.1393
C 0.774 -0.083 1.655 -0.2067
N 0.241 -0.802 0.628 0.1513
C -1.066 -0.839 0.691 -0.0280
C -1.876 -0.214 1.712 -0.2335
C -3.371 -0.283 1.676 -0.0924
C -3.977 -0.874 2.754 0.0446
N -1.352 0.445 2.719 0.1820
C 0.018 0.512 2.679 -0.1817
C 0.670 1.237 3.712 0.0442
H 3.451 2.656 6.899 0.0219
H 3.895 0.907 2.700 0.1173
H 2.417 -2.575 0.736 0.0744
H 4.564 -1.124 2.056 0.0690
H -1.572 -1.373 -0.105 0.0838
H -3.947 0.142 0.850 0.0803
H -3.736 -1.897 3.037 0.0687
H -4.668 -0.320 3.373 0.0205
H 0.060 1.698 4.482 0.0845
O -2.758 -2.569 -1.292 -0.0556
H -3.378 -3.040 -0.721 0.0141
H -2.907 -2.921 -2.178 0.0087
O -3.844 -3.882 -3.805 -0.0619
H -3.669 -3.755 -4.752 0.0269
H -4.770 -3.643 -3.694 0.0695
O 4.962 -0.257 -3.386 -0.0492
H 4.513 -0.455 -2.550 0.0175
H 5.515 0.497 -3.168 0.0391
O -5.754 1.199 0.600 -0.0638
H -6.296 1.664 1.246 0.0515
H -6.048 1.548 -0.247 0.0590
O -4.745 3.619 1.053 -0.0739
H -4.322 2.755 1.126 0.0067
H -4.016 4.238 0.951 0.0345
O -5.508 -1.697 5.030 -0.0708
H -6.188 -1.049 5.231 0.0230
H -5.996 -2.498 4.816 0.0443
O 2.618 0.210 -5.152 0.0732
H 3.448 -0.112 -4.764 0.0872
H 2.840 0.379 -6.075 0.1028
O -0.596 -4.458 0.787 -0.0596
H 0.236 -4.391 0.309 0.0261
H -1.222 -3.975 0.232 0.0065
O -2.263 3.498 3.411 -0.0605
H -1.831 2.636 3.466 -0.0126
H -1.537 4.120 3.307 0.0393
O -2.243 -3.744 -6.207 -0.0601
H -1.777 -4.590 -6.167 0.0228
H -1.555 -3.086 -6.030 0.0183
O 4.158 2.012 -7.575 -0.0594
H 4.759 2.694 -7.895 0.0186
H 3.593 2.479 -6.952 0.0335
O 1.829 2.312 8.950 -0.0559
H 1.206 2.986 9.239 0.0154
H 1.272 1.548 8.747 0.0094
O -0.625 2.312 6.412 -0.0561
H -1.247 2.987 6.706 0.0334
H -1.186 1.559 6.192 0.0497
O -4.403 -4.630 0.561 -0.0461
H -5.019 -5.101 1.131 0.0422
H -4.567 -4.999 -0.313 0.0397
O -0.861 -1.284 -6.925 -0.0476
H -0.742 -0.442 -6.473 0.0461
H -0.803 -1.060 -7.858 0.0566
O -2.603 -1.225 -4.451 -0.0493
H -2.556 -1.858 -5.180 0.0037
H -1.706 -0.883 -4.383 0.0390
O 6.357 3.539 -6.414 -0.0628
H 6.254 2.907 -5.700 0.0286
H 7.148 4.021 -6.166 0.0132
O -5.456 1.170 4.864 -0.0517
H -4.889 1.880 4.539 0.0470
H -6.065 1.611 5.466 0.0484
O -1.822 -5.873 -4.132 -0.0650
H -2.555 -5.285 -3.896 -0.0100
H -2.242 -6.588 -4.623 0.0332
O 0.205 -0.285 9.097 -0.0405
H -0.345 -0.677 9.782 0.0479
H -0.068 -0.728 8.288 0.0456
O 7.942 3.359 -4.164 -0.0399
H 7.841 2.726 -3.446 0.0486
H 8.736 3.852 -3.930 0.0544
O 4.860 3.154 9.592 -0.0677
H 4.241 3.831 9.880 0.0273
H 4.293 2.400 9.392 0.0086
O -1.647 -6.859 -7.347 -0.0504
H -0.734 -6.574 -7.231 0.0429
H -1.868 -6.583 -8.242 0.0438
O -0.606 4.266 8.693 -0.0510
H -1.115 5.031 8.408 0.0491
H 0.023 4.116 7.975 0.0247
O -2.394 1.495 -4.188 -0.0619
H -2.613 0.695 -3.693 0.0061
H -1.725 1.935 -3.653 0.0374
O 1.836 -1.267 -5.969 -0.1070
H 1.632 -2.057 -5.461 0.0279
H 2.495 -0.806 -5.435 -0.2552
O 8.033 5.385 -8.484 -0.0497
H 7.455 5.011 -7.814 -0.0051
H 7.798 4.910 -9.286 0.0379
```

Results
E_tot = -87155.606 eV
net charge = 0
relative energy (zero: lowest compared OMol25 entry of this formula, charge and spin) = 0.0000 eV
E_HOMO = -8.1643 eV
2S+1 = 1
strongest force on any atom = 13.183 eV/Å
HOMO-LUMO gap = 0.273 Ha

=====

[6]
The following is a DFT calculation (ωB97M-V/def2-TZVPD) of a structure of composition CH5N2S2.

Geometry as XYZ:
```
10
Properties=species:S:1:pos:R:3:lowdin_charge:R:1
C -0.794 0.210 -0.206 0.0179
N 0.248 -0.373 1.191 -0.9269
N -0.471 1.206 -0.902 0.1804
S 1.748 0.437 0.937 0.7548
S -0.482 -0.391 2.691 0.7553
H -1.712 -0.354 -0.192 0.1306
H -1.100 1.576 -1.619 0.1745
H 0.416 1.687 -0.705 0.0959
H 2.147 -0.369 -0.072 -0.0906
H -0.023 -1.634 2.957 -0.0920
```

Results
E_tot = -25758.512 eV
net charge = +1
relative energy (zero: lowest compared OMol25 entry of this formula, charge and spin) = 3.8871 eV
E_HOMO = -13.5351 eV
2S+1 = 1
strongest force on any atom = 5.874 eV/Å
HOMO-LUMO gap = 0.306 Ha

=====

[7]
The following is a DFT calculation (ωB97M-V/def2-TZVPD) of the molecule C3H6S3.

Geometry as XYZ:
```
12
Properties=species:S:1:pos:R:3:lowdin_charge:R:1
S -1.857 -0.954 0.653 0.7519
C -0.453 -0.261 0.232 -0.9366
C 0.418 -0.698 -0.928 -0.6178
S 1.672 -1.700 -0.105 0.7364
C 0.023 1.116 0.762 -0.6061
S -0.105 2.461 -0.416 0.7563
H 0.900 0.088 -1.449 0.0278
H -0.133 -1.269 -1.683 0.0773
H 2.559 -1.456 -1.087 -0.1309
H 1.024 1.229 1.124 0.0555
H -0.618 1.374 1.624 0.0661
H 0.982 2.181 -1.042 -0.1798
```

Results
E_tot = -35712.868 eV
net charge = 0
relative energy (zero: lowest compared OMol25 entry of this formula, charge and spin) = 0.9912 eV
E_HOMO = -8.9245 eV
2S+1 = 1
strongest force on any atom = 2.176 eV/Å
HOMO-LUMO gap = 0.306 Ha
structure (SMILES) = S=C(CS)CS